No. 1
111
Properties=species:S:1:pos:R:3 method="wB97M-V/def2-TZVPD" de_lowest_ev=0.000 energy_ha=-5065.4966 charge=0 homo_lumo_gap_ev="6.9128 / 7.0735" max_force_ev_per_a=1.28 homo_energy_ha="-0.2609 / -0.2589" multiplicity=2
Fe -0.67 0.19 0.88
O -1.38 -4.40 4.94
C -1.17 -3.43 4.02
C -0.51 -3.68 2.82
C -0.36 -2.63 1.94
N -0.80 -1.41 2.23
C -1.37 -1.16 3.39
C -1.62 -2.15 4.32
C -1.60 0.32 3.59
O -2.17 0.74 4.58
O -1.09 1.03 2.64
C 0.29 -2.72 0.56
O 0.81 -3.77 0.21
O 0.17 -1.63 -0.09
H -1.01 -5.23 4.62
H -0.12 -4.65 2.55
H -2.09 -1.91 5.26
C 4.97 -1.19 -3.40
C 4.04 -0.01 -3.09
C 4.48 1.22 -3.90
C 2.61 -0.36 -3.46
C 2.30 -0.82 -4.73
C 1.00 -1.07 -5.12
C -0.03 -0.86 -4.22
C 0.24 -0.42 -2.93
P -1.14 -0.02 -1.78
C -1.79 1.40 -2.77
C -3.07 1.56 -3.28
C -3.43 2.72 -3.96
C -2.51 3.73 -4.14
C -1.21 3.57 -3.67
C -0.86 2.42 -2.99
C -2.26 -1.44 -2.09
C -3.64 -1.34 -1.94
C -4.46 -2.44 -2.11
C -3.91 -3.69 -2.38
C -2.53 -3.81 -2.46
C -1.71 -2.70 -2.32
C 1.56 -0.17 -2.57
O 1.74 0.32 -1.31
C 2.99 0.43 -0.81
C 3.07 0.67 0.56
C 4.32 0.91 1.12
C 5.47 0.86 0.35
C 5.36 0.55 -1.00
C 4.13 0.32 -1.61
P 1.63 0.58 1.67
C 2.15 -0.82 2.73
C 2.98 -1.80 2.19
C 3.32 -2.92 2.93
C 2.85 -3.07 4.23
C 2.01 -2.11 4.77
C 1.65 -1.00 4.02
C 1.96 2.10 2.66
C 2.40 2.08 3.98
C 2.69 3.26 4.64
C 2.58 4.48 3.99
C 2.19 4.50 2.66
C 1.89 3.32 2.00
H 4.94 -1.44 -4.46
H 4.67 -2.07 -2.83
H 6.00 -0.95 -3.15
H 4.44 1.01 -4.97
H 5.50 1.50 -3.65
H 3.83 2.07 -3.70
H 3.10 -0.97 -5.45
H 0.78 -1.42 -6.12
H -1.05 -1.03 -4.52
H -3.81 0.79 -3.19
H -4.43 2.82 -4.34
H -2.78 4.64 -4.67
H -0.47 4.34 -3.82
H 0.16 2.31 -2.63
H -4.10 -0.40 -1.66
H -5.53 -2.33 -2.01
H -4.55 -4.55 -2.51
H -2.08 -4.78 -2.63
H -0.64 -2.83 -2.36
H 4.40 1.11 2.18
H 6.44 1.05 0.79
H 6.26 0.50 -1.60
H 3.35 -1.71 1.18
H 3.95 -3.68 2.49
H 3.12 -3.94 4.81
H 1.61 -2.22 5.77
H 0.97 -0.27 4.45
H 2.53 1.15 4.52
H 3.02 3.23 5.67
H 2.81 5.40 4.50
H 2.12 5.44 2.12
H 1.61 3.37 0.96
C -3.19 -2.20 0.97
C -3.61 -0.76 0.96
C -5.00 -0.51 1.15
C -5.50 0.73 0.97
C -4.63 1.79 0.61
C -5.11 3.08 0.33
C -4.23 4.07 -0.01
C -2.85 3.81 -0.05
C -2.35 2.56 0.24
S -0.63 2.31 0.24
C -3.25 1.50 0.54
N -2.77 0.22 0.72
H -3.93 -2.77 0.42
H -3.16 -2.58 1.99
H -2.23 -2.34 0.49
H -5.64 -1.35 1.40
H -6.56 0.93 1.08
H -6.17 3.27 0.40
H -4.58 5.07 -0.23
H -2.16 4.60 -0.30

***

No. 2
22
Properties=species:S:1:pos:R:3 method="wB97M-V/def2-TZVPD" de_lowest_ev=0.997 energy_ha=-2509.1423 charge=+4 homo_lumo_gap_ev="7.3708 / 5.5066" max_force_ev_per_a=11.28 homo_energy_ha="-0.9067 / -0.9243" multiplicity=4
Ti 4.24 -0.52 -0.19
Au -0.09 -0.64 -1.55
Cl 3.61 0.75 1.52
Cl 4.95 -2.57 0.26
C 1.35 -1.66 -2.48
C 5.39 0.71 -1.21
C 2.70 -1.08 -1.77
O 1.37 -2.63 -3.18
O 5.58 1.36 -2.17
O 3.65 -1.09 -2.54
C -4.00 0.13 2.09
N -2.85 0.46 1.28
C -2.38 1.75 1.00
C -1.39 1.60 0.08
N -1.33 0.26 -0.27
C -2.19 -0.41 0.50
H -3.91 0.50 3.12
H -4.90 0.59 1.63
H -4.12 -0.96 2.10
H -2.70 2.64 1.53
H -0.71 2.31 -0.36
H -2.28 -1.50 0.58

***

No. 3
52
Properties=species:S:1:pos:R:3 method="wB97M-V/def2-TZVPD" de_lowest_ev=1.334 energy_ha=-1962.4983 charge=0 homo_lumo_gap_ev=8.6002 max_force_ev_per_a=0.87 homo_energy_ha=-0.3013 multiplicity=1
C 1.58 2.21 4.66
H 1.10 2.20 5.63
H 2.60 2.59 4.73
H 1.02 2.84 3.96
O 1.59 0.86 4.20
C 2.18 0.65 3.00
O 2.66 1.53 2.34
C 2.13 -0.76 2.63
C 2.65 -1.39 1.52
C 2.29 -2.74 1.62
C 1.57 -2.90 2.78
N 1.48 -1.70 3.39
H 1.02 -1.50 4.26
H 1.14 -3.79 3.18
S 2.59 -4.02 0.43
O 3.78 -3.70 -0.30
O 2.47 -5.29 1.07
N 1.24 -3.84 -0.53
H 0.80 -4.72 -0.75
C 1.30 -2.88 -1.61
C 0.04 -2.01 -1.68
C 0.15 -0.99 -2.81
C -1.09 -0.07 -2.82
N -1.32 0.59 -1.55
C -0.46 1.72 -1.28
H 0.58 1.56 -1.60
C -1.02 2.97 -1.97
C -2.42 3.25 -1.54
C -2.97 4.43 -1.17
C -4.35 4.33 -0.86
C -4.81 3.07 -1.00
S -3.58 1.97 -1.51
H -5.81 2.70 -0.82
H -4.95 5.17 -0.54
H -2.42 5.36 -1.13
H -0.39 3.83 -1.72
H -0.98 2.83 -3.05
H -0.45 1.89 -0.20
C -1.45 -0.38 -0.49
C -0.21 -1.28 -0.36
H 0.66 -0.67 -0.11
H -0.35 -2.01 0.44
H -1.63 0.15 0.45
H -2.32 -1.00 -0.71
H -0.98 0.69 -3.60
H -1.98 -0.67 -3.05
H 1.05 -0.39 -2.66
H 0.23 -1.49 -3.77
H -0.82 -2.67 -1.88
H 1.46 -3.37 -2.58
H 2.17 -2.25 -1.41
H 3.24 -0.94 0.75

***

No. 4
35
Properties=species:S:1:pos:R:3 method="wB97M-V/def2-TZVPD" de_lowest_ev=0.000 energy_ha=-797.0658 charge=0 homo_lumo_gap_ev=9.6981 max_force_ev_per_a=0.70 homo_energy_ha=-0.3300 multiplicity=1
C -1.84 2.57 0.69
C -1.93 1.25 0.71
C -2.68 -0.72 -0.50
C -1.39 0.98 -1.75
C 2.17 0.24 -1.29
C 1.52 1.49 0.77
C 2.60 -0.74 0.93
C -0.03 -2.30 -1.06
C -0.48 -1.45 1.90
C -1.62 0.31 -0.40
C 1.61 0.10 0.13
O -3.30 -1.21 0.42
Si -0.09 -0.82 0.15
H -2.11 3.16 1.54
H -1.50 3.12 -0.17
H -2.30 0.76 1.60
H -2.86 -1.08 -1.54
H -1.20 0.24 -2.52
H -0.55 1.66 -1.70
H -2.28 1.55 -2.03
H 2.30 -0.74 -1.75
H 1.51 0.83 -1.92
H 3.14 0.73 -1.26
H 1.13 1.42 1.78
H 0.88 2.15 0.20
H 2.51 1.94 0.82
H 2.29 -0.82 1.97
H 2.68 -1.74 0.52
H 3.59 -0.28 0.91
H 0.01 -1.99 -2.10
H 0.84 -2.92 -0.87
H -0.91 -2.93 -0.94
H -0.32 -0.69 2.66
H -1.52 -1.76 1.97
H 0.13 -2.31 2.15

***

No. 5
19
Properties=species:S:1:pos:R:3 method="wB97M-V/def2-TZVPD" de_lowest_ev=1.848 energy_ha=-1105.4336 charge=0 homo_lumo_gap_ev=8.5621 max_force_ev_per_a=3.70 homo_energy_ha=-0.2963 multiplicity=1
C -0.02 -1.15 -1.48
S -1.41 -0.19 -2.06
S -1.73 1.43 -0.90
C -2.14 0.97 0.84
H 0.85 -0.63 -1.58
H -0.24 -1.28 -0.47
H -0.09 -2.00 -2.12
H -2.49 1.92 1.20
H -2.92 0.24 1.09
H -1.20 0.44 1.31
H -1.68 -3.20 1.99
H -1.73 -3.12 0.49
O -1.80 -2.63 1.30
H 4.01 0.60 0.15
H 2.85 0.00 0.99
O 3.43 0.73 0.96
H 2.29 3.04 0.08
H 2.09 2.54 -1.34
O 1.95 2.30 -0.45

***

No. 6
7
Properties=species:S:1:pos:R:3 method="wB97M-V/def2-TZVPD" de_lowest_ev=6.470 energy_ha=-269.5286 charge=-1 homo_lumo_gap_ev="7.9765 / 7.9977" max_force_ev_per_a=4.13 homo_energy_ha="-0.1172 / -0.1179" multiplicity=1
C -0.32 -0.35 -0.54
N 0.01 0.93 0.18
O 0.16 0.14 2.24
F 1.37 1.16 -0.03
H 0.39 -0.59 -1.26
H -0.30 -1.06 0.32
H -1.31 -0.23 -0.91

***

No. 7
59
Properties=species:S:1:pos:R:3 method="wB97M-V/def2-TZVPD" de_lowest_ev=0.611 energy_ha=-3750.7053 charge=-1 homo_lumo_gap_ev=5.4082 max_force_ev_per_a=3.39 homo_energy_ha=-0.1992 multiplicity=1
Li -1.29 0.39 0.82
N 2.92 -3.89 1.07
C 2.31 -2.80 1.73
C 2.98 -1.78 2.50
C 2.30 -0.74 3.06
C 0.91 -0.70 2.96
C 0.23 -1.70 2.31
C 0.90 -2.76 1.69
S 0.05 0.91 3.17
O -1.34 0.57 3.10
O 0.58 1.46 4.40
N 0.32 1.72 1.85
C 1.56 2.20 1.61
N 1.68 2.87 0.42
C 2.86 3.28 0.04
C 3.99 2.98 0.72
C 3.79 2.47 2.00
N 2.59 2.04 2.43
H 3.87 -3.61 0.81
H 2.43 -3.99 0.20
H 4.07 -1.85 2.46
H 2.84 -0.01 3.54
H -0.85 -1.75 2.13
H 0.42 -3.57 1.21
H 2.97 3.74 -0.93
H 4.92 3.30 0.26
H 4.56 2.41 2.77
O -2.02 -3.02 0.58
S -1.91 -2.52 -0.75
O -3.07 -2.62 -1.61
N -1.34 -0.98 -0.75
C -0.17 -0.99 -1.41
S 0.77 0.41 -1.59
C 0.37 -2.32 -1.83
C 1.58 -2.66 -2.36
C 1.94 -3.98 -2.46
C 1.05 -5.00 -2.12
C -0.20 -4.69 -1.64
C -0.54 -3.34 -1.48
H 2.29 -1.83 -2.42
H 3.00 -4.17 -2.71
H 1.36 -6.02 -1.99
H -0.92 -5.45 -1.31
S -2.08 4.69 -0.38
C -2.02 3.24 0.53
N -2.33 2.14 -0.08
C -2.75 2.44 -1.38
C -3.11 1.49 -2.37
C -3.45 1.83 -3.65
C -3.53 3.20 -3.99
C -3.22 4.13 -3.00
C -2.78 3.75 -1.74
H -1.70 3.22 1.57
H -3.21 0.44 -2.00
H -3.73 1.09 -4.36
H -3.60 3.57 -5.00
H -3.26 5.15 -3.40
I -6.14 2.78 3.38
I -7.85 4.85 3.37

***

No. 8
13
Properties=species:S:1:pos:R:3 method="wB97M-V/def2-TZVPD" de_lowest_ev=1.636 energy_ha=-422.9721 charge=0 homo_lumo_gap_ev=9.8950 max_force_ev_per_a=3.98 homo_energy_ha=-0.3494 multiplicity=1
C -1.12 -0.27 1.53
C -0.01 -1.32 -0.51
C -0.45 0.05 -0.07
N 0.31 1.29 0.17
O -0.68 0.68 2.33
O -1.80 -1.23 1.73
F 0.53 -1.31 -1.83
H -0.82 -1.92 -0.63
H 0.62 -1.71 0.21
H -1.35 0.20 -0.57
H -0.01 2.12 -0.34
H 1.28 1.17 0.19
H -0.03 1.38 1.64

***

No. 9
22
Properties=species:S:1:pos:R:3 method="wB97M-V/def2-TZVPD" de_lowest_ev=0.000 energy_ha=-784.7835 charge=+1 homo_lumo_gap_ev=10.6813 max_force_ev_per_a=0.67 homo_energy_ha=-0.5309 multiplicity=1
C -2.86 -2.03 -0.42
C -1.54 -2.12 0.34
C -0.53 -1.12 -0.21
S 0.89 -0.99 0.93
C 1.59 0.70 0.85
C 0.70 1.75 0.19
O 1.34 3.01 0.34
C 2.27 3.31 -0.63
O 3.22 2.64 -0.83
H -3.24 -1.01 -0.46
H -2.75 -2.40 -1.44
H -3.61 -2.65 0.07
H -1.71 -1.92 1.40
H -1.13 -3.13 0.26
H -0.96 -0.13 -0.33
H -0.14 -1.43 -1.18
H 1.82 -1.66 0.24
H 1.77 0.98 1.89
H 2.56 0.64 0.35
H -0.26 1.84 0.69
H 0.54 1.53 -0.87
H 2.01 4.20 -1.21

***

No. 10
14
Properties=species:S:1:pos:R:3 method="wB97M-V/def2-TZVPD" de_lowest_ev=1.420 energy_ha=-283.1116 charge=+1 homo_lumo_gap_ev=10.8655 max_force_ev_per_a=3.93 homo_energy_ha=-0.5632 multiplicity=1
C 1.25 0.74 -0.94
C 0.34 0.01 0.06
C -2.02 -0.68 0.33
N 0.94 -0.37 1.12
N 2.44 0.83 -0.61
N -0.93 -0.05 -0.35
H 0.72 1.30 -1.70
H -1.89 -0.88 1.43
H -2.93 -0.07 0.21
H -2.35 -1.56 -0.15
H 0.64 -1.05 1.87
H 3.05 1.27 -1.35
H -1.06 0.34 -1.24
H 1.80 0.18 1.33

***

No. 11
45
Properties=species:S:1:pos:R:3 method="wB97M-V/def2-TZVPD" de_lowest_ev=7.847 energy_ha=-1146.3517 charge=0 homo_lumo_gap_ev=8.9044 max_force_ev_per_a=8.53 homo_energy_ha=-0.3387 multiplicity=1
H -0.34 -0.92 -0.64
H 0.34 0.34 -0.02
H 5.54 -2.08 0.54
H 4.10 -1.96 0.61
H 1.24 -4.07 0.49
H 2.35 -4.17 -0.45
H -0.49 3.17 -2.75
H -0.64 4.73 -2.54
H 2.68 2.62 1.23
H 3.00 1.15 1.03
H -0.03 0.22 -3.99
H -0.63 -0.78 -2.88
H 2.00 -3.00 -1.83
H 2.44 -1.54 -1.61
H -0.06 2.78 -0.19
H 0.55 3.67 0.73
H 3.83 0.74 -1.38
H 2.78 0.48 -0.44
H -3.21 -0.76 -1.10
H -4.69 -0.53 -0.75
H -3.68 0.08 0.38
H -4.30 -0.86 1.26
H 1.40 2.05 3.98
H 1.31 0.65 3.54
H -0.79 0.33 2.41
H -2.10 -0.46 2.24
H -1.71 3.38 0.90
H -2.26 2.02 0.66
H -4.31 -3.21 0.25
H -2.88 -3.69 0.73
O 0.00 -0.47 0.14
O 4.82 -1.99 -0.05
O 1.70 -3.59 -0.22
O -1.13 3.88 -2.74
O 3.35 1.94 1.37
O -0.57 0.18 -3.18
O 1.87 -2.16 -1.34
O 0.30 3.60 -0.17
O 3.04 0.13 -1.25
O -4.04 -1.24 -0.96
O -3.44 -0.44 1.23
O 1.53 1.48 3.18
O -1.35 -0.30 2.82
O -2.52 2.95 0.75
O -3.76 -4.00 0.37

***

No. 12
13
Properties=species:S:1:pos:R:3 method="wB97M-V/def2-TZVPD" energy_ha=-451.1609 charge=+1 homo_lumo_gap_ev=5.0618 max_force_ev_per_a=1.65 homo_energy_ha=-0.3320 multiplicity=1
C -0.17 0.85 0.07
C 1.08 1.03 -0.42
H -0.40 1.10 1.10
H -0.98 0.47 -0.56
H 1.88 1.44 0.20
H 1.32 0.78 -1.46
Cs -0.22 4.70 -1.51
O 0.95 -5.94 1.69
C -0.24 -5.45 1.29
C -0.32 -4.28 0.60
Mg 1.76 -4.45 0.68
H -1.30 -3.99 0.21
H -1.11 -6.10 1.51

***

No. 13
13
Properties=species:S:1:pos:R:3 method="wB97M-V/def2-TZVPD" de_lowest_ev=1.231 energy_ha=-228.3961 charge=0 homo_lumo_gap_ev="7.4263 / 8.5380" max_force_ev_per_a=4.87 homo_energy_ha="-0.2320 / -0.3609" multiplicity=3
C 1.70 0.00 0.65
C 1.73 -1.07 -0.14
C -1.91 0.84 0.14
N -0.73 -0.81 -0.99
N -1.55 -0.52 -0.17
H 1.66 1.00 0.22
H 1.91 -0.14 1.75
H 1.79 -2.15 0.10
H 1.57 -0.93 -1.15
H -2.91 0.94 0.58
H -1.20 1.19 0.92
H -1.91 1.59 -0.66
H -0.14 0.05 -1.26

***

No. 14
12
Properties=species:S:1:pos:R:3 method="wB97M-V/def2-TZVPD" de_lowest_ev=2.301 energy_ha=-952.2848 charge=0 homo_lumo_gap_ev=9.7737 max_force_ev_per_a=4.29 homo_energy_ha=-0.3310 multiplicity=1
C 0.36 0.70 -0.99
C -0.88 0.25 -0.79
C 0.97 0.38 0.32
C -0.48 -0.14 0.72
S -0.56 -2.02 0.85
S -1.19 0.80 2.02
H 0.77 1.22 -1.94
H -1.83 0.39 -1.26
H 1.79 -0.41 0.42
H 1.11 1.22 0.87
H -1.95 -2.11 0.51
H -0.78 -0.03 2.82

***

No. 15
19
Properties=species:S:1:pos:R:3 method="wB97M-V/def2-TZVPD" de_lowest_ev=0.607 energy_ha=-323.6560 charge=+1 homo_lumo_gap_ev=10.5008 max_force_ev_per_a=1.21 homo_energy_ha=-0.5058 multiplicity=1
C 0.30 1.40 1.37
C -0.16 1.61 -0.07
C 0.31 0.45 -0.95
N 0.47 -2.31 -1.96
C -0.06 -2.00 -0.77
N -0.29 -0.79 -0.37
N -0.62 0.47 2.05
H 0.39 2.36 1.89
H 1.29 0.94 1.42
H -1.25 1.59 -0.04
H 0.18 2.54 -0.52
H 0.09 0.56 -2.01
H 1.36 0.31 -0.76
H 0.21 -3.21 -2.33
H 0.44 -1.56 -2.63
H -0.32 -2.79 -0.08
H -0.64 -0.65 0.60
H -1.52 0.88 2.26
H -0.18 0.19 2.91

***

No. 16
11
Properties=species:S:1:pos:R:3 method="wB97M-V/def2-TZVPD" de_lowest_ev=0.418 energy_ha=-741.1655 charge=0 homo_lumo_gap_ev=9.3860 max_force_ev_per_a=1.53 homo_energy_ha=-0.3160 multiplicity=1
C 0.08 0.45 -0.06
C -0.13 -1.73 0.00
C -0.88 -0.55 -0.02
H 0.32 2.34 0.75
H -0.93 2.18 -0.37
H 2.18 0.23 -0.11
H -0.48 -2.76 0.03
N -0.02 1.85 -0.07
N 1.26 -0.17 -0.06
N 1.17 -1.49 -0.04
Cl -2.58 -0.37 -0.03